Entry 1:
Density functional theory data (ωB97M-V/def2-TZVPD) for the molecule C5H10.

DFT total energy (Ha): -196.439060
E_HOMO (eV): -8.87
Frontier orbital gap (Eh): 0.3659
Spin multiplicity: 1

Last column: Löwdin charge in e.
Positions of all 15 atoms, in Å:
H1 -0.56331 -2.11523 0.50359  0.078
H2 2.15096 0.38958 1.43259  0.065
H3 -2.16615 -1.90896 -0.25292  0.064
C1 1.18856 -0.07050 1.23993  0.048
H4 1.94191 1.13840 -1.18140  0.085
H5 0.81712 -0.71565 1.96644  0.031
H6 -0.75467 -1.72918 -1.20588  0.066
H7 -1.81368 0.50108 0.69136  0.124
C2 -1.04111 0.00622 0.05332  -0.245
C3 0.95649 1.30903 -0.74431  -0.070
C4 -1.15083 -1.51329 -0.22990  -0.102
H8 0.20466 1.68348 -1.32427  0.027
C5 0.34868 0.32867 0.24278  -0.383
H9 -1.45268 0.48010 -0.94163  0.130
H10 1.33406 2.21623 -0.24970  0.082

=====

Entry 2:
Density functional theory data (ωB97M-V/def2-TZVPD) for the molecule C5H10.

DFT total energy (Ha): -196.443952
E_HOMO (eV): -10.15
Frontier orbital gap (Eh): 0.4187
Spin multiplicity: 1

Last column: Löwdin charge in e.
Positions of all 15 atoms, in Å:
C1 -1.28647 0.52220 -0.08288  -0.118
H1 -2.12288 1.07678 0.40684  0.092
H2 -1.23487 -1.73396 0.41307  0.111
C2 1.38756 0.22641 -0.19625  -0.169
H3 1.98296 0.04060 -1.10509  0.085
C3 0.42799 -1.17661 0.06192  -0.198
H4 2.04860 0.31443 0.67506  0.084
H5 -0.87287 -0.57384 1.75610  0.112
H6 0.21212 -1.55056 -0.95351  0.098
H7 0.84479 -1.99948 0.67526  0.102
C4 -0.86504 -0.71164 0.66365  -0.303
C5 0.34462 1.34093 -0.31916  -0.128
H8 -1.56436 0.31743 -1.11985  0.080
H9 0.41384 2.12161 0.44513  0.075
H10 0.28402 1.78570 -1.32030  0.076

=====

Entry 3:
Density functional theory data (ωB97M-V/def2-TZVPD) for a cluster of 2 separate species, C5H10 in total.

DFT total energy (Ha): -196.423814
E_HOMO (eV): -9.62
Frontier orbital gap (Eh): 0.3949
Spin multiplicity: 1

Last column: Löwdin charge in e.
Positions of all 15 atoms, in Å:
C1 2.92164 0.67603 0.03465  -0.114
C2 2.23100 0.42931 -1.29970  -0.252
C3 -3.59240 -0.99469 0.68224  -0.082
H1 -1.90976 -1.38029 1.97291  0.044
C4 -2.75588 -0.76501 1.69569  -0.087
H2 3.71906 1.40947 -0.08161  0.069
H3 -4.62570 -0.69180 0.76491  0.044
H4 0.73199 0.54372 -2.68375  0.047
H5 0.26531 1.17422 -0.97734  0.053
H6 -3.05298 -0.02148 2.43067  0.040
H7 2.16345 1.04979 0.72667  0.066
H8 -3.26630 -1.64245 -0.12540  0.042
H9 2.88690 -0.19810 -1.89200  0.085
C5 0.97391 0.68868 -1.63685  -0.021
H10 3.30978 -0.27738 0.38892  0.066

=====

Entry 4:
Density functional theory data (ωB97M-V/def2-TZVPD) for a structure of composition C5H10.

DFT total energy (Ha): -196.322723
E_HOMO (eV): -7.76
Frontier orbital gap (Eh): 0.3282
Spin multiplicity: 1

Last column: Löwdin charge in e.
Positions of all 15 atoms, in Å:
C1 0.57708 1.43022 -0.36263  -0.139
C2 -1.45652 0.43473 -0.03804  -0.071
H1 2.00108 0.00573 -1.10847  0.059
H2 0.80828 -2.04072 0.69283  0.089
H3 -1.55357 0.33673 -1.11576  0.072
H4 -1.06487 -1.81148 0.35658  0.163
H5 0.19937 -1.53325 -0.98291  0.088
C3 -0.87059 -0.59260 0.68697  -0.377
C4 1.51940 0.43336 -0.23494  -0.158
H6 0.39305 2.13380 0.44217  0.062
H7 -2.19520 1.07251 0.44152  0.065
H8 2.04440 0.30172 0.70801  0.063
C5 0.20868 -1.36626 0.08913  -0.102
H9 -0.88236 -0.56976 1.77489  0.123
H10 0.27177 1.76528 -1.34934  0.062

=====

Entry 5:
Density functional theory data (ωB97M-V/def2-TZVPD) for a structure of composition C5H10AgBCl2N2O.

DFT total energy (Ha): -1473.137163
Total charge: +1
E_HOMO (spin up / spin down) (eV): -11.75 / -11.71
Frontier orbital gap (spin up / spin down) (Eh): 0.2277 / 0.2043
Spin multiplicity: 2

Last column: Löwdin charge in e.
Positions of all 22 atoms, in Å:
C1 2.57404 -1.35083 1.30892  -0.111
H1 -2.43781 -0.25964 1.44112  0.084
Ag1 3.05978 -2.68058 -0.65057  0.735
O1 -1.06845 2.29618 -1.55886  0.197
Cl1 1.60981 1.37043 2.16881  0.818
H2 -0.53374 2.41973 -2.33650  0.109
N1 -1.28497 0.25784 -0.22110  -0.127
H3 3.15427 -2.22570 0.86903  -0.007
C2 1.42851 0.80310 0.56727  -0.838
Cl2 1.70591 -0.99331 -1.40133  0.768
H4 3.18433 -0.80974 1.99761  0.076
H5 -3.17103 0.99152 0.42058  0.094
C3 -2.25420 0.59762 0.82460  -0.048
N2 0.86375 1.62075 -0.26636  0.221
H6 -2.74969 0.05006 -1.73040  0.092
H7 -1.21117 -0.68673 -2.08912  0.062
H8 1.75976 -1.80323 1.84245  0.104
H9 -1.82553 1.33744 1.47497  0.084
C4 1.91213 -0.42288 0.28536  -0.564
B1 -0.53394 1.38828 -0.70723  -0.757
H10 -2.26942 -1.42283 -0.93541  0.090
C5 -1.91232 -0.47750 -1.30382  -0.082

=====

Entry 6:
Density functional theory data (ωB97M-V/def2-TZVPD) for a cluster of 2 separate species, C5H10BN in total.

DFT total energy (Ha): -275.931596
E_HOMO (eV): -8.57
Frontier orbital gap (Eh): 0.3271
Spin multiplicity: 1

Last column: Löwdin charge in e.
Positions of all 17 atoms, in Å:
H1 -2.66004 -0.93265 2.08575  0.063
H2 -1.36678 -0.92952 3.23880  0.096
H3 -0.21507 1.74830 -3.20583  0.125
H4 1.13650 0.34669 2.73206  0.012
C1 0.62374 0.19523 -1.83087  -0.376
N1 -0.68002 0.50119 -1.49823  0.044
H5 1.34920 -1.66890 -1.66389  0.038
H6 -1.63611 -2.28300 2.09662  0.009
C2 0.11227 1.53967 -2.10313  -0.130
C3 0.72775 0.37141 1.76323  0.010
C4 -1.60526 -1.26244 2.17553  -0.048
H7 1.46520 0.87456 1.21340  0.002
C5 1.51720 -0.72520 -2.07572  0.054
H8 0.30131 2.50969 -1.44681  0.139
H9 -1.11989 0.52894 -0.62384  0.063
B1 -0.42399 -0.35599 1.61131  -0.154
H10 2.47399 -0.45797 -2.46838  0.054

=====

Entry 7:
Density functional theory data (ωB97M-V/def2-TZVPD) for a cluster of 3 separate species, C5H10Br2O2 in total.

DFT total energy (Ha): -5494.936558
E_HOMO (eV): -9.21
Frontier orbital gap (Eh): 0.3576
Spin multiplicity: 1

Last column: Löwdin charge in e.
Positions of all 19 atoms, in Å:
C1 -0.88428 0.45695 0.61107  -0.380
O1 1.04470 -1.78627 -1.60700  0.000
Br1 1.22641 2.06683 -0.44181  0.724
H1 -1.09881 -1.15583 1.90382  0.064
H2 3.46751 -1.50879 -0.06461  -0.340
H3 -0.17220 -0.13244 -2.02345  0.083
H4 -1.76736 2.43910 -0.13540  0.036
H5 -2.62597 -0.69269 1.03179  0.091
H6 -2.52194 1.68622 1.09154  0.076
H7 -1.29315 -1.65092 0.20182  0.119
C2 -1.97395 1.48219 0.20376  -0.048
O2 1.39155 -0.34893 0.95681  -0.076
C3 0.81336 -0.68124 -2.04171  -0.195
C4 -1.51921 -0.84562 0.99091  -0.041
H8 -2.58214 0.89845 -0.44528  0.072
Br2 4.63393 -0.85318 0.20400  0.399
C5 0.41202 0.59980 0.59892  -0.657
H9 1.98242 0.06465 1.52605  0.032
H10 1.46710 -0.03827 -2.56124  0.042

=====

Entry 8:
Density functional theory data (ωB97M-V/def2-TZVPD) for a structure of composition C5H10BrN2O.

DFT total energy (Ha): -2954.896476
Total charge: +1
E_HOMO (eV): -13.32
Frontier orbital gap (Eh): 0.3473
Spin multiplicity: 1

Last column: Löwdin charge in e.
Positions of all 19 atoms, in Å:
C1 0.62076 1.64207 -0.23533  -0.624
C2 0.18990 -0.08585 1.23378  -0.124
O1 -2.37104 0.20303 0.28552  0.090
H1 -0.03512 -2.22977 -1.45209  0.124
H2 0.51868 0.18134 -2.07907  0.142
H3 1.26208 -0.49541 1.54568  0.167
H4 -1.70843 -0.61521 -1.57431  0.152
H5 1.54396 -1.97188 -0.59515  0.142
N1 -0.05488 -0.61776 -0.14523  -0.249
H6 -1.88670 1.02677 0.70737  0.177
H7 0.16525 2.67709 -0.52171  0.169
Br1 2.69247 1.51878 -0.20222  0.630
N2 0.06238 1.35816 1.04066  -0.059
H8 0.19448 2.01697 1.80912  0.165
C3 0.41507 -1.86946 -0.49884  -0.042
H9 0.10224 -2.66840 0.26125  0.148
H10 -0.38363 -0.35341 2.10237  0.142
C4 0.19338 0.56549 -1.11312  -0.060
C5 -1.52087 -0.28255 -0.56868  -0.088

=====

Entry 9:
Density functional theory data (ωB97M-V/def2-TZVPD) for a cluster of 2 separate species, C5H10BrO5S in total.

DFT total energy (Ha): -3544.879844
Total charge: -1
E_HOMO (eV): -2.58
Frontier orbital gap (Eh): 0.1875
Spin multiplicity: 1

Last column: Löwdin charge in e.
Positions of all 22 atoms, in Å:
H1 1.37489 0.91007 -0.89321  0.113
O1 0.47736 -2.57716 -0.38236  -0.595
C1 0.64725 0.81078 -0.09217  -0.172
S1 0.17620 -2.00448 -1.92211  0.800
Br1 0.42711 -4.96675 -1.27470  -0.319
H2 -1.78572 3.55349 1.53524  0.142
H3 0.91771 -0.09789 1.80923  0.099
C2 0.62450 2.09790 0.72903  -0.163
H4 1.58070 2.60592 0.66826  0.123
O2 -1.35241 -1.34279 -1.73586  -0.284
H5 -0.35435 0.67235 -0.48241  0.079
O3 -2.40691 2.17960 0.21589  0.106
O4 0.00547 -2.96323 -2.96558  -0.566
H6 -0.94132 -1.33960 0.56712  0.111
O5 -0.32035 3.05347 0.16757  -0.065
H7 0.20005 -2.20765 1.55503  0.121
H8 0.35518 1.89438 1.76550  0.115
C3 1.02089 -0.41963 0.76709  -0.169
C4 -1.57178 2.91247 0.66377  -0.352
H9 2.05879 -0.71546 0.63401  0.118
C5 0.10388 -1.63961 0.63057  -0.270
H10 -1.23715 -0.41618 -1.95992  0.028

=====

Entry 10:
Density functional theory data (ωB97M-V/def2-TZVPD) for a cluster of 2 separate species, C5H10BrP in total.

DFT total energy (Ha): -3111.721278
E_HOMO (spin up / spin down) (eV): -7.92 / -7.77
Frontier orbital gap (spin up / spin down) (Eh): 0.3036 / 0.2586
Spin multiplicity: 1

Last column: Löwdin charge in e.
Positions of all 17 atoms, in Å:
C1 2.02733 1.01130 2.21010  -0.100
H1 3.01113 0.21945 0.28889  0.121
H2 -1.26629 0.70462 0.97017  0.023
H3 2.06965 0.14304 2.88358  0.083
Br1 -0.72897 -0.17560 -3.37975  0.137
H4 2.17631 1.76115 0.33947  0.094
H5 1.09324 1.52636 2.32713  0.060
C2 -0.33320 0.44075 0.54057  0.054
C3 -3.01775 -1.71503 -1.70550  -0.427
H6 -2.81461 -1.98956 -0.64902  0.009
H7 2.76802 1.59678 2.56865  0.024
P1 -2.34441 0.12441 -1.94997  0.359
H8 -4.07986 -1.88603 -1.94431  0.010
H9 0.93770 -0.41169 -0.86858  0.086
C4 2.09726 0.74930 0.69001  -0.251
C5 0.82204 0.27339 0.04865  -0.277
H10 -2.41762 -2.37266 -2.37009  -0.005

=====

Entry 11:
Density functional theory data (ωB97M-V/def2-TZVPD) for a cluster of 2 separate species, C5H10BrP in total.

DFT total energy (Ha): -3111.717275
E_HOMO (spin up / spin down) (eV): -7.80 / -8.54
Frontier orbital gap (spin up / spin down) (Eh): 0.2526 / 0.2946
Spin multiplicity: 1

Last column: Löwdin charge in e.
Positions of all 17 atoms, in Å:
H1 -2.09048 0.57177 -2.75417  -0.025
H2 3.86575 -1.73161 0.65055  0.048
C1 -1.44181 0.24378 -2.01212  -0.435
C2 -1.75256 2.01214 0.21032  -0.462
Br1 2.62283 0.48374 2.08891  0.578
H3 2.45598 -2.73004 0.05892  0.061
H4 -0.08765 -1.94907 1.07591  0.040
H5 -1.94781 2.76858 -0.55652  0.005
C3 0.47160 -1.07008 1.10928  -0.076
P1 -2.10737 0.29250 -0.30118  0.784
H6 -0.14103 -0.38948 1.60431  -0.012
H7 -0.58073 2.25393 0.40411  0.076
C4 2.81552 -1.85014 0.53841  -0.038
H8 -1.17640 -0.85265 -2.25552  0.039
H9 -2.38020 2.23103 1.20120  0.055
H10 -0.39056 0.78453 -2.12221  0.074
C5 1.86492 -1.06892 1.05979  -0.713

=====

Entry 12:
Density functional theory data (ωB97M-V/def2-TZVPD) for a structure of composition C5H10CaMgO3.

DFT total energy (Ha): -1299.866341
E_HOMO (eV): -4.41
Frontier orbital gap (Eh): 0.1329
Spin multiplicity: 1

Last column: Löwdin charge in e.
Positions of all 20 atoms, in Å:
O1 2.92409 0.49193 0.76574  -0.496
H1 1.88928 -1.32908 2.23900  0.066
O2 -0.97688 0.48070 0.16598  -0.351
Ca1 2.53167 2.48984 0.17871  0.568
H2 -0.62854 0.12481 -2.49718  0.115
O3 -0.60632 -1.61866 -1.44057  -0.341
H3 -0.55579 2.33599 0.96119  0.013
H4 -2.29841 1.28888 -1.22755  0.136
C1 2.05394 -1.61932 1.19267  -0.145
C2 -1.21528 1.47592 1.14466  -0.104
H5 -2.84847 -0.18743 -0.40340  0.132
H6 -2.12400 -0.84227 -2.64178  0.120
C3 -1.32439 -0.53679 -1.94189  -0.358
C4 2.78531 -0.71257 0.39525  -0.401
H7 3.30153 -1.04089 -0.52597  0.130
H8 -0.95822 1.03322 2.11371  0.092
H9 2.21583 -2.67950 0.96717  0.055
C5 -1.97165 0.30861 -0.84977  -0.193
Mg1 0.07249 -1.26124 0.31441  0.859
H10 -2.26620 1.79786 1.08964  0.102

=====

Entry 13:
Density functional theory data (ωB97M-V/def2-TZVPD) for a cluster of 5 separate species, C5H10Cl10 in total.

DFT total energy (Ha): -4798.394842
E_HOMO (eV): -10.79
Frontier orbital gap (Eh): 0.4077
Spin multiplicity: 1

Last column: Löwdin charge in e.
Positions of all 25 atoms, in Å:
H1 -1.28742 -4.12999 -3.28610  0.005
C1 -1.62587 3.97589 2.23897  -1.020
C2 -1.39481 -4.07000 0.12947  -0.946
H2 2.89800 2.57942 1.68654  -0.034
Cl1 4.81689 3.93757 2.14684  0.481
H3 -1.31182 -5.02060 -0.39739  0.025
H4 -0.09724 -0.62679 1.35841  0.009
C3 -0.59176 -3.46182 -3.79375  -1.049
Cl2 0.15954 -3.21350 0.15505  0.516
Cl3 -2.55479 -3.14554 -0.86297  0.496
H5 0.24979 -0.44330 -0.37875  -0.023
Cl4 -1.28465 -3.02648 -5.32329  0.541
H6 0.30737 -4.03435 -4.02154  0.028
H7 -1.30533 3.64237 3.22595  0.022
H8 3.23659 3.67318 0.31394  0.029
Cl5 4.63345 1.76547 0.28326  0.464
C4 3.67997 3.05040 1.09089  -1.021
Cl6 -0.21060 4.84217 1.62758  0.486
Cl7 -3.19388 4.85735 2.43387  0.482
H9 -1.63570 -4.20957 1.18331  0.034
Cl8 0.55835 1.57993 0.89143  0.537
C5 -0.22296 0.01777 0.48844  -1.006
Cl9 -0.13617 -2.02976 -2.82441  0.470
H10 -1.75548 3.16240 1.52516  -0.031
Cl10 -1.93148 0.32777 0.10912  0.505